Record 1
ORCA calculation (ωB97M-V/def2-TZVPD) on C26H45F5P2W as an isolated structure in a non-equilibrium geometry.

The geometry in XYZ format:
```
79
Properties=species:S:1:pos:R:3:lowdin_charge:R:1
W -0.3492 0.6539 -0.6930 1.541
C 1.6825 1.5049 -0.3028 -0.326
C 0.6726 2.5267 -0.4964 -0.314
C 0.2762 1.4163 1.5313 -0.288
C 1.4746 0.8400 0.9596 -0.248
C -0.2086 2.4221 0.6393 -0.318
C 2.9449 1.3810 -1.1077 -0.010
H 2.7491 1.3151 -2.1937 0.080
H 3.5557 0.5207 -0.8143 0.059
H 3.5415 2.2909 -0.9386 0.122
C 2.7092 0.5692 1.7893 0.012
H 3.5247 0.0614 1.2362 0.088
H 2.5384 -0.0066 2.7199 0.085
H 3.0724 1.5692 2.0858 0.131
C 0.1416 1.7156 3.0021 0.013
H 0.6706 2.6885 3.1040 0.133
H 0.6059 0.9783 3.6973 0.087
H -0.9087 1.8599 3.3055 0.093
C -1.4635 3.1976 0.8832 -0.005
H -1.2185 4.2613 0.9894 0.121
H -1.9798 2.8376 1.7752 0.079
H -2.1275 3.0925 0.0173 0.037
C 0.5084 3.3923 -1.6810 -0.003
H 0.5357 4.4868 -1.5961 0.126
H -0.5168 3.1449 -1.9280 0.021
H 1.1779 3.0550 -2.4843 0.105
C -1.1516 -0.5958 -2.4997 -0.222
C -0.3707 0.6110 -2.7115 -0.390
C -0.8310 1.5131 -3.8622 -0.138
C -1.8944 2.5212 -3.4056 -0.178
C -2.4051 2.1242 -2.0602 -0.137
C -3.2553 1.0297 -1.9980 -0.095
C -3.5005 0.1516 -3.1608 -0.158
C -2.3445 -0.8441 -3.3803 -0.166
H -1.2032 0.9465 -4.7636 0.134
H -2.7183 2.5969 -4.1451 0.139
H 0.0531 2.0355 -4.3096 0.136
H -2.0822 -0.8831 -4.4764 0.146
H -0.7141 -1.4701 -2.0493 0.019
H 0.7079 0.5970 -2.5527 0.062
H -2.7550 -1.8820 -3.2495 0.135
H -4.4650 -0.3889 -3.0094 0.143
H -4.0142 0.9762 -1.2536 0.087
H -3.6848 0.7450 -4.0812 0.136
H -1.4574 3.5364 -3.4245 0.125
H -2.5133 2.9094 -1.3448 0.080
P 1.6278 -1.8808 -1.3197 0.861
C 3.2637 -2.2612 -0.6136 -0.226
H 3.8037 -2.9158 -1.3056 0.066
H 3.1439 -2.7844 0.3500 0.063
H 3.8463 -1.3438 -0.4562 0.026
C 0.7171 -3.4581 -1.2660 -0.232
H 1.3141 -4.2293 -1.7649 0.068
H -0.2525 -3.3582 -1.7734 0.039
H 0.5431 -3.7463 -0.2189 0.048
C 1.9907 -1.5788 -3.0787 -0.239
H 1.0514 -1.4471 -3.6336 0.045
H 2.5581 -2.4284 -3.4745 0.067
H 2.5853 -0.6575 -3.1534 0.043
P -2.5993 -0.7352 0.9918 0.896
C -3.7606 0.6635 1.1032 -0.250
H -4.7951 0.3282 1.0016 0.074
H -3.5242 1.3830 0.3183 -0.010
H -3.5919 1.1753 2.0603 0.061
C -3.1306 -1.7794 -0.3895 -0.239
H -3.2530 -1.1617 -1.2703 -0.015
H -4.0771 -2.2726 -0.1496 0.077
H -2.3680 -2.5407 -0.5820 0.053
C -3.0487 -1.7356 2.4345 -0.216
H -4.1139 -2.0086 2.3493 0.080
H -2.8891 -1.1404 3.3456 0.055
H -2.4458 -2.6594 2.4799 0.063
F 1.4778 -1.6914 1.4965 -0.069
C 0.1753 -1.4167 1.8448 -0.267
F -0.4732 -2.5456 1.3761 -0.059
C 0.1857 -1.5645 3.4456 -0.488
F 0.0611 -2.8717 3.8064 0.143
F 1.3587 -1.1257 3.9953 0.110
F -0.8392 -0.9065 4.0752 0.092
```

Results
Electronic energy (eV): -61658.830
Largest force on an atom (eV/A): 7.17
Total charge: +2
<S²>: 2.22
Multiplicity: 3
E_LUMO (alpha / beta) (Ha): -0.29807 / -0.30926
HOMO-LUMO gap (alpha / beta) (hartree): 0.1700 / 0.1876

---

Record 2
ORCA calculation (ωB97M-V/def2-TZVPD) on C26H45N3O5S4Si4TeW as an isolated structure in a non-equilibrium geometry.

The geometry in XYZ format:
```
89
Properties=species:S:1:pos:R:3:lowdin_charge:R:1
W -0.5610 3.6809 1.7323 0.858
O -3.1506 6.8835 2.4612 -0.259
N 0.2194 2.7333 3.4259 -0.219
C -0.3379 2.0415 4.4041 -0.120
C 0.4615 1.2576 5.2379 -0.045
C 1.8540 1.4227 5.0776 -0.045
C 2.3546 2.2641 4.0716 -0.097
C 1.4878 2.9238 3.2445 -0.850
S 1.9089 3.4455 1.6753 0.606
H -1.4340 1.9675 4.3922 0.110
H 0.0140 0.6562 6.0379 0.109
H 2.5191 0.8894 5.7765 0.111
H 3.3900 2.4383 3.7941 0.103
C 0.4490 0.4221 -4.0790 -0.105
C 1.5584 -0.3249 -4.7476 -0.311
O 1.0414 -1.0710 -5.8686 -0.106
H 0.7870 0.7918 -3.0792 0.090
H -0.5119 -0.0621 -3.9547 0.068
H 0.1959 1.3276 -4.6020 0.063
H 2.1408 -1.0173 -4.0781 0.108
H 2.2417 0.4188 -5.2060 0.113
H 1.0853 -2.0344 -5.7704 0.064
S -1.1525 9.3542 -0.9835 1.047
C -1.1326 8.0034 0.3096 -0.461
C -1.3797 8.0846 1.5932 -0.045
C -1.6675 6.8588 2.3252 -0.327
N -1.2008 5.6171 1.6877 -0.145
C -1.0300 5.6589 0.3374 -0.289
C -1.0594 6.7507 -0.4056 -0.126
C -0.1423 10.4617 -0.2628 -0.623
C -0.2611 11.8779 -0.1957 -0.067
C 0.8415 12.5984 0.1811 -0.153
N 2.0279 12.0300 0.5574 0.038
C 2.0056 10.7340 0.7086 -0.148
C 0.9062 9.8859 0.3699 -0.103
H -1.5128 9.0460 2.0788 0.137
H -1.3653 6.7241 3.3929 0.148
H -0.5588 4.6709 -0.0033 0.062
H -0.6756 6.8903 -1.4312 0.096
H -1.1840 12.4464 -0.3475 0.110
H 0.8820 13.6682 0.1157 0.092
H 2.8497 10.2983 1.1733 0.088
H 1.0019 8.8468 0.5412 0.091
C 0.2670 -6.1854 -4.7166 -0.181
Si 1.2118 -5.6174 -3.0677 0.351
C 2.2777 -7.0631 -2.5588 -0.268
C 2.1910 -4.1236 -3.5555 -0.287
Si 0.0621 -5.3946 -0.8647 0.012
Te -0.1570 -2.9850 -1.2968 0.424
Si 1.2816 -5.5325 1.2277 0.371
C 0.4560 -4.6763 2.8175 -0.184
C 3.0062 -4.7857 1.0228 -0.216
C 1.4264 -7.3759 1.3685 -0.253
Si -2.1857 -6.6667 -0.3327 0.418
C -2.4475 -6.8672 1.5556 -0.207
C -3.5582 -5.7893 -1.2028 -0.241
C -1.9415 -8.4254 -0.9419 -0.232
H 0.7962 -6.7514 -5.4262 -0.001
H -0.0764 -5.2926 -5.2018 0.002
H -0.6643 -6.6922 -4.3841 0.020
H 1.6708 -7.8388 -2.0287 0.024
H 3.0269 -6.6670 -1.8759 0.014
H 2.7960 -7.6001 -3.3881 0.039
H 1.5826 -3.2686 -3.7872 -0.048
H 2.8421 -4.4136 -4.4495 0.073
H 2.7546 -3.7925 -2.6546 0.032
H 0.1849 -3.6456 2.5544 0.024
H 1.0821 -4.8402 3.7187 0.030
H -0.3953 -5.2559 3.1524 -0.011
H 2.9982 -3.7666 0.7811 0.002
H 3.6348 -5.2179 0.3354 -0.015
H 3.5078 -4.7760 2.0026 0.039
H 2.2916 -7.6719 1.9627 0.028
H 1.4208 -7.8437 0.3798 0.004
H 0.5613 -7.8485 1.8748 0.023
H -2.4642 -5.8822 1.9820 0.008
H -1.8105 -7.5500 2.1171 0.022
H -3.4711 -7.2341 1.5892 0.023
H -4.4433 -6.3987 -0.9885 0.027
H -3.3053 -5.7399 -2.2922 0.046
H -3.6774 -4.7638 -0.7586 0.048
H -1.2087 -8.9307 -0.2827 0.034
H -1.5208 -8.5210 -1.8966 -0.011
H -2.8763 -8.9789 -1.0024 0.029
O -5.2373 7.6179 1.2230 -0.412
S -4.4915 6.2978 1.4679 0.455
O -5.1190 5.4277 2.4650 -0.369
O -4.1080 5.6378 0.3040 -0.312
S -2.0772 2.1277 1.3646 -0.043
```

Results
Electronic energy (eV): -126368.364
Largest force on an atom (eV/A): 7.16
Total charge: -1
<S²>: 3.77
Multiplicity: 4
E_LUMO (alpha / beta) (Ha): 0.05203 / -0.01308
HOMO-LUMO gap (alpha / beta) (hartree): 0.2211 / 0.1800

---

Record 3
ORCA calculation (ωB97M-V/def2-TZVPD) on C26H46HoO2P2 as an isolated structure in a non-equilibrium geometry.

The geometry in XYZ format:
```
77
Properties=species:S:1:pos:R:3:lowdin_charge:R:1
Ho 0.1805 -0.0161 -0.6677 1.347
C 1.2378 1.5180 1.0922 -0.337
C -0.1861 1.6911 1.1189 -0.360
C 0.3216 -0.3199 2.1369 -0.271
C 1.5468 0.2732 1.7126 -0.287
C -0.7499 0.5204 1.7303 -0.329
C 2.2459 2.4950 0.6175 -0.041
H 1.8100 3.2035 -0.1019 0.069
H 3.0951 1.9860 0.1407 0.082
H 2.6441 3.0786 1.4627 0.101
C 2.8875 -0.2412 2.0396 -0.028
H 3.6572 0.2727 1.4551 0.080
H 2.9653 -1.3202 1.8444 0.085
H 3.1217 -0.0902 3.1077 0.102
C 0.2379 -1.5089 3.0123 -0.022
H 0.7686 -1.3128 3.9548 0.098
H 0.7034 -2.3907 2.5543 0.084
H -0.8001 -1.7482 3.2558 0.078
C -2.1617 0.3426 2.1505 -0.052
H -2.2906 0.6623 3.1969 0.102
H -2.4671 -0.7095 2.0905 0.073
H -2.8439 0.9341 1.5319 0.064
C -0.9300 2.9087 0.7025 -0.048
H -1.0081 3.6110 1.5446 0.101
H -1.9504 2.6671 0.3778 0.074
H -0.4214 3.4312 -0.1134 0.053
C -0.1899 1.0487 -6.2969 -0.162
C -0.0464 2.3492 -5.9823 -0.158
C -1.0294 3.4139 -6.3785 -0.179
C -2.5284 3.0087 -6.2446 -0.170
C -2.8375 2.0071 -5.1736 -0.125
C -3.0229 0.6860 -5.4178 -0.151
C -2.5014 -0.0595 -6.6164 -0.160
C -1.1782 0.4804 -7.2538 -0.161
H -0.8325 3.7117 -7.4243 0.126
H -2.8910 2.6688 -7.2284 0.115
H -0.8694 4.3304 -5.7857 0.109
H -1.3957 1.1679 -8.0904 0.120
H 0.5626 0.3029 -5.9943 0.087
H 0.9300 2.7374 -5.6551 0.113
H -0.6745 -0.4001 -7.7025 0.123
H -2.3154 -1.1187 -6.3364 0.114
H -3.7124 0.1068 -4.7897 0.102
H -3.2827 -0.1042 -7.4018 0.127
H -3.1024 3.9236 -6.0108 0.121
H -3.0833 2.4331 -4.1867 0.111
P 0.4870 1.0676 -3.0345 0.815
P -2.3838 -0.7799 -1.4291 0.795
C -0.7834 -0.0749 -3.7536 -0.407
C -1.6971 -1.1524 -3.1046 -0.371
H -0.3000 -0.5798 -4.5960 0.077
H -1.4242 0.7058 -4.1649 0.016
H -2.5736 -1.2768 -3.7659 0.071
H -1.1663 -2.1256 -3.0792 0.098
C -2.8717 -2.4406 -0.8881 -0.249
H -3.4038 -2.3414 0.0710 0.054
H -1.9781 -3.0685 -0.7483 0.041
H -3.5382 -2.8892 -1.6449 0.064
C -3.9586 0.0970 -1.5960 -0.256
H -4.6202 -0.4288 -2.3155 0.061
H -3.7891 1.1399 -1.9234 0.043
H -4.4287 0.1058 -0.5895 0.058
C 2.0103 0.7514 -3.9670 -0.242
H 2.8447 1.3057 -3.5068 0.064
H 1.9247 1.0808 -5.0176 0.023
H 2.2523 -0.3275 -3.9282 0.067
C -0.0616 2.8057 -2.9643 -0.231
H -0.8309 2.9383 -2.1809 0.038
H -0.4909 3.1181 -3.9260 0.009
H 0.8138 3.4319 -2.7179 0.071
C 2.2170 -3.5470 -0.8759 0.025
C 1.4787 -2.2596 -0.8320 -0.646
O 0.2588 -2.2310 -0.4093 -0.166
O 2.0603 -1.1819 -1.2210 -0.137
H 1.8029 -4.2634 -0.1741 0.093
H 3.2679 -3.3371 -0.6370 0.103
H 2.1286 -3.9401 -1.8929 0.102
```

Results
Electronic energy (eV): -76174.869
Largest force on an atom (eV/A): 3.21
Total charge: +1
<S²>: 6.00
Multiplicity: 5
E_LUMO (alpha / beta) (Ha): -0.08941 / -0.08569
HOMO-LUMO gap (alpha / beta) (hartree): 0.2842 / 0.2881